Formula: C4H18O4
Source: the OMol25 dataset
Level of theory: ωB97M-V/def2-TZVPD

Results
Energy relative to the best compared isomer or geometry (same formula, charge and spin) = 146.9 kJ/mol
2S+1 = 1
HOMO-LUMO gap = 10.95 eV
SMILES string = CCCC.O.O.O.O
Net charge = 0

Structure (XYZ):
```
26
Properties=species:S:1:pos:R:3:forces:R:3
C -0.684 -1.537 -1.175 -3.064 -3.125 -1.378
C 0.801 -1.429 -1.375 -0.312 2.490 0.972
C 1.207 -0.282 -0.382 0.807 -0.048 -0.024
C 2.536 0.147 -0.948 0.990 0.798 3.647
H -0.952 -2.446 -0.589 0.285 0.372 -0.676
H -1.270 -1.659 -2.136 0.781 -0.042 0.686
H -1.350 -0.861 -0.621 1.190 0.793 0.136
H 1.080 -1.127 -2.456 -0.382 -0.492 1.836
H 1.418 -2.269 -1.047 -0.526 -0.347 -0.477
H 1.227 -0.478 0.735 0.124 -0.633 -1.341
H 0.527 0.565 -0.412 -0.242 0.025 -0.407
H 3.182 -0.717 -1.036 0.366 0.017 -0.218
H 3.016 0.925 -0.290 -0.127 -0.717 -0.714
H 2.298 0.577 -1.850 0.082 0.970 -2.377
H -0.065 1.504 4.059 0.768 0.178 1.030
H -0.920 1.531 2.926 -1.052 0.673 -1.502
O -0.440 0.902 3.435 0.257 -0.883 0.222
H -1.417 2.412 0.324 -0.735 0.972 2.135
H -2.490 3.121 1.299 0.542 -0.319 -0.272
O -1.617 2.691 1.295 0.218 -0.525 -1.668
H -0.851 -1.463 1.938 0.056 -0.128 0.128
H 0.150 -2.542 1.422 -2.334 0.389 0.685
O -0.827 -2.393 1.672 2.316 -0.277 -0.302
H -1.264 1.985 -2.238 0.872 -0.011 -1.893
H -1.676 0.956 -1.162 0.100 -0.250 -0.411
O -1.618 1.887 -1.389 -0.981 0.121 2.186
```
Forces are in eV/Å.

Results of the natural (NBO) charge analysis, in e, for atoms 1 through 5:
1. C -0.652
2. C -0.418
3. C -0.390
4. C -0.596
5. H 0.253